Molecular formula: C42H83N9O6
Method: DFT, ωB97M-V with the def2-TZVPD basis set

The value obtained for the total energy is -70584.660 eV. As for the SMILES: c1cc[nH]c1.c1cc[nH]c1.COCCNCCOC.COCCNCCOC.COCCNCCOC.CCCC#N.CCCC#N.CCCC#N.CCCC#N. The spin multiplicity is 1. Its HOMO-LUMO gap is 8.0 eV.

Geometry as XYZ:
```
140
Properties=species:S:1:pos:R:3:mulliken_charge:R:1
C -3.65 7.26 0.23 -1.30
C -2.22 6.86 0.14 -0.19
C -2.07 5.39 -0.08 -0.07
C -2.55 4.95 -1.40 0.15
N -2.92 4.61 -2.42 -0.44
H -3.86 8.33 0.17 0.34
H -4.16 6.88 1.12 0.32
H -4.25 6.83 -0.57 0.35
H -1.81 7.15 1.10 0.26
H -1.75 7.47 -0.63 0.32
H -2.64 4.87 0.68 0.31
H -1.06 5.01 -0.25 -0.04
C -0.07 1.76 -0.04 -0.71
C 0.64 0.78 -1.01 0.51
C 2.01 0.35 -0.50 1.34
C 2.13 -0.12 0.94 -0.13
N 2.17 -0.43 2.05 -0.47
H -1.03 2.05 -0.47 0.34
H 0.59 2.60 0.13 0.04
H -0.21 1.31 0.95 0.07
H 0.78 1.28 -1.98 -0.14
H 0.17 -0.20 -0.94 0.07
H 2.66 1.20 -0.70 -0.10
H 2.50 -0.42 -1.09 -0.78
C 3.94 2.81 1.65 -0.90
C 3.65 4.05 0.85 0.40
C 4.45 5.31 1.14 -0.45
C 5.01 5.54 2.47 0.14
N 5.49 5.79 3.55 -0.48
H 4.46 3.02 2.58 0.55
H 4.65 2.25 1.04 0.31
H 2.98 2.31 1.80 -0.12
H 2.66 4.36 1.19 0.13
H 3.51 3.78 -0.20 -0.30
H 3.76 6.13 0.94 0.37
H 5.22 5.53 0.41 0.33
C -0.80 -4.62 3.77 -1.01
C -1.56 -3.28 3.61 -0.58
C -0.80 -2.25 2.64 0.94
C -1.21 -2.28 1.21 0.03
N -1.57 -2.22 0.11 -0.55
H 0.02 -4.48 4.47 0.30
H -0.38 -4.91 2.80 0.18
H -1.40 -5.43 4.16 0.39
H -1.79 -2.86 4.59 0.29
H -2.48 -3.51 3.06 0.39
H 0.28 -2.38 2.60 -0.25
H -1.07 -1.25 2.98 -0.16
C 0.20 1.70 4.38 -0.79
O 0.06 1.24 5.70 -0.40
C -0.83 0.14 5.80 -0.48
C -1.32 0.13 7.25 -0.47
N -0.22 -0.15 8.16 -0.49
C -0.59 0.42 9.53 -0.78
C -0.75 2.00 9.69 -0.28
O -1.02 2.30 11.05 -0.34
C -1.07 3.72 11.30 -0.67
H 0.25 0.88 3.67 0.12
H 0.86 2.51 4.07 0.38
H -0.71 2.21 4.05 0.44
H -0.31 -0.82 5.77 0.30
H -1.70 0.18 5.16 0.40
H -1.90 -0.78 7.40 0.35
H -1.69 1.13 7.48 0.29
H 0.58 0.40 7.86 0.32
H 0.18 0.03 10.19 0.35
H -1.56 0.04 9.87 0.34
H -1.46 2.36 8.95 0.33
H 0.25 2.38 9.50 0.29
H -0.09 4.05 10.95 0.31
H -1.16 3.84 12.38 0.24
H -1.84 4.24 10.72 0.27
C 2.14 -9.31 -4.41 -0.71
O 2.25 -7.92 -4.34 -0.36
C 1.28 -7.39 -3.47 -0.64
C 1.60 -5.96 -2.96 0.09
N 0.34 -5.13 -2.98 -0.20
C 0.32 -3.68 -2.78 -0.66
C 1.01 -2.88 -3.96 0.04
O 2.10 -2.05 -3.49 -0.25
C 3.29 -2.60 -2.91 -0.27
H 1.08 -9.55 -4.35 0.32
H 2.63 -9.85 -3.60 0.28
H 2.59 -9.77 -5.29 0.25
H 1.21 -7.85 -2.48 0.32
H 0.30 -7.47 -3.96 0.35
H 2.31 -5.50 -3.65 0.20
H 2.21 -5.93 -2.06 -0.14
H -0.32 -5.46 -3.68 0.25
H 0.72 -3.49 -1.78 0.16
H -0.73 -3.41 -2.89 0.36
H 0.35 -2.18 -4.48 -0.10
H 1.34 -3.53 -4.76 0.33
H 3.90 -1.89 -2.35 0.36
H 3.81 -3.13 -3.71 0.34
H 3.06 -3.45 -2.26 -0.28
C -0.32 0.48 -6.28 -0.57
O -1.58 0.92 -5.84 -0.30
C -1.94 0.73 -4.46 0.06
C -3.36 1.20 -4.05 -0.96
N -4.47 0.47 -4.70 -0.40
C -4.41 0.32 -6.07 -0.25
C -5.82 -0.11 -6.53 -0.74
O -6.80 0.80 -6.11 -0.34
C -8.18 0.61 -6.50 -0.78
H 0.46 0.87 -5.62 -0.01
H 0.03 0.88 -7.23 0.35
H 0.02 -0.56 -6.28 0.35
H -1.16 1.14 -3.82 0.01
H -1.89 -0.36 -4.40 0.21
H -3.38 2.24 -4.38 0.42
H -3.45 1.30 -2.97 0.49
H -5.40 0.78 -4.45 0.30
H -3.76 -0.50 -6.37 0.19
H -4.24 1.29 -6.53 0.27
H -6.20 -1.10 -6.28 0.41
H -5.74 -0.06 -7.61 0.39
H -8.16 0.64 -7.59 0.32
H -8.75 1.50 -6.26 0.26
H -8.78 -0.12 -5.96 0.29
N 3.97 3.69 -2.93 0.03
C 2.62 3.82 -3.10 -0.90
C 2.11 2.84 -3.94 -0.19
C 3.25 2.04 -4.30 -0.19
C 4.40 2.58 -3.67 -0.97
H 4.47 4.18 -2.20 0.28
H 2.07 4.52 -2.49 0.47
H 1.09 2.65 -4.21 0.61
H 3.20 1.24 -5.03 0.48
H 5.44 2.32 -3.67 0.40
N 2.02 -5.10 2.27 -0.01
C 1.95 -5.46 0.99 -0.51
C 2.77 -4.55 0.37 0.17
C 3.22 -3.50 1.17 -1.04
C 2.68 -3.92 2.45 -0.92
H 1.52 -5.54 3.03 0.38
H 1.45 -6.36 0.65 0.47
H 3.02 -4.69 -0.68 0.42
H 3.84 -2.63 0.97 0.63
H 2.79 -3.46 3.43 0.40
```